16
Properties=species:S:1:pos:R:3:forces:R:3 method="wB97M-V/def2-TZVPD" lumo_energy_ev=0.240 de_lowest_kcal_mol=193.9 multiplicity=1 charge=0 homo_ev=-9.26 energy_ev=-10334.3180
C 0.623139 -2.128334 1.030041 4.7440 -5.1002 3.6884
C 0.665153 -0.614934 1.139688 -1.9631 -2.6706 -0.3943
C -0.723036 0.852155 0.379361 0.4511 -3.0859 -2.7713
C -1.188362 1.096561 -1.046721 1.3782 4.6380 -3.2344
C 0.302772 -0.105988 -0.211988 2.9626 1.7707 -0.6820
H 1.649185 -2.863129 0.807435 -2.3531 2.8702 -0.0266
H -0.108879 -2.556529 0.454191 -1.6922 -0.2023 -2.4711
H 0.351683 -2.872914 1.905329 0.4579 2.4365 -0.1688
H 1.439371 -0.221349 1.746284 0.3693 0.7061 0.5888
H -1.342810 -1.117696 0.975803 1.4048 3.2728 1.8804
H -0.362087 1.658558 0.945050 0.5219 1.7620 -0.1494
H -2.065737 1.684794 -1.543538 1.1518 -1.3218 1.3282
H -0.129080 -1.053888 -0.589379 -0.4266 1.3582 -1.0854
N -0.783713 -0.199964 1.429340 -2.9207 -3.9802 0.4921
N -0.106396 1.352980 -1.874239 -1.6291 -3.4192 4.0333
O 1.090139 0.584284 -1.166145 -2.4568 0.9658 -1.0278

=====

33
Properties=species:S:1:pos:R:3:forces:R:3 method="wB97M-V/def2-TZVPD" lumo_energy_ev=-5.428 multiplicity=1 charge=+1 homo_ev=-10.20 energy_ev=-44414.0239
C 1.187393 2.994806 -0.332977 -0.0100 0.2435 -0.0991
C 1.772018 1.600331 0.018893 0.1206 1.0309 -0.6558
P 1.368639 0.311428 -1.174774 -1.3906 -0.6151 0.7408
C 2.917898 -0.411976 -1.731006 -0.1815 0.6962 -1.2288
C 0.267478 -1.000252 -0.475495 0.4155 -0.3131 1.2071
Cl 0.932904 -2.617755 -0.701507 0.0754 -0.0405 -0.2561
C -0.663613 -0.706528 -1.609322 -1.5338 -1.0990 -0.1546
O -1.610086 -1.378138 -1.944565 0.2419 -0.0709 0.9424
O -0.258206 0.395521 -2.218333 3.7087 1.0098 0.7317
N -0.197619 -0.742025 0.868327 -0.4532 -0.2276 -0.0753
C -0.313659 -1.895318 1.786464 0.0662 0.0093 0.5977
N 0.990525 -2.211954 2.341001 -0.0544 0.0704 -0.2360
B -1.405490 0.145242 0.926577 -0.2898 0.1919 0.3057
O -1.223463 1.523927 0.980609 -0.0373 -0.2689 -0.0103
O -2.633815 -0.406322 0.884399 0.4889 -0.0631 -0.6772
C -3.709273 0.289181 0.223882 -0.3932 0.2205 0.1862
H 1.993482 3.677325 -0.612198 -0.1206 -0.0973 0.0865
H 0.492431 2.958337 -1.175539 0.0012 -0.0152 0.1746
H 0.644681 3.420578 0.510573 0.1081 -0.1134 -0.1057
H 1.512789 1.268676 1.027108 -0.3120 -0.3255 -0.2949
H 2.866792 1.656440 -0.035845 -0.1544 -0.1514 0.0091
H 3.567905 0.403471 -2.064544 -0.0171 -0.1878 -0.0641
H 2.751646 -1.119306 -2.544268 0.1409 -0.0625 0.1602
H 3.370054 -0.889881 -0.853178 -0.3570 -0.0138 0.0209
H -0.763983 -2.779933 1.326919 0.2012 0.1191 -0.0739
H -1.018635 -1.579557 2.567583 -0.0403 0.0584 -0.1991
H 0.994622 -3.127418 2.774979 0.0302 0.0737 0.0091
H 1.268097 -1.514945 3.023179 -0.0462 -0.1728 0.0356
H -1.009787 1.813043 1.877349 0.0643 0.1757 -0.2145
H -4.364021 -0.470257 -0.207119 0.1190 0.1206 0.1313
H -3.337131 0.936227 -0.575568 0.0337 -0.1329 0.1173
H -4.261643 0.907201 0.935591 0.0544 -0.1543 -0.0393
Pt -2.128929 -1.450168 -3.817193 -0.4788 0.1051 -1.0713

=====

| no. | frontier orbital gap (Eh) |
| --- | --- |
| 1 | 0.34914 |
| 2 | 0.17546 |